Entry 1:
{
  "formula": "C32H37DyN4O6PS",
  "method": "ωB97M-V/def2-TZVPD",
  "charge": 1,
  "spin_multiplicity": 6,
  "homo_lumo_gap_ha": [0.241, 0.243],
  "fmax_ev_per_a": 2.0,
  "e_homo_ev": [-9.87, -9.87],
  "species": ["Dy", "O", "C", "O", "C", "C", "C", "N", "C", "C", "C", "C", "C", "C", "C", "N", "C", "C", "C", "C", "C", "N", "H", "H", "H", "H", "H", "H", "H", "H", "H", "H", "C", "C", "P", "C", "C", "C", "C", "H", "H", "H", "H", "H", "H", "H", "H", "H", "H", "H", "H", "H", "H", "H", "C", "C", "C", "C", "C", "C", "C", "S", "O", "O", "N", "C", "C", "C", "O", "O", "H", "H", "H", "H", "H", "H", "H", "H", "H", "H", "H", "H"],
  "xyz": [[-0.29, -0.41, 0.87], [-2.59, 6.09, -0.70], [-2.62, 5.71, 0.48], [-2.91, 6.22, 1.57], [-2.05, 4.30, 0.71], [-2.83, 3.28, 1.26], [-2.30, 2.03, 1.43], [-0.97, 1.82, 1.30], [-0.19, 2.85, 0.92], [-0.70, 4.05, 0.51], [1.27, 2.56, 0.88], [2.21, 3.57, 1.06], [3.55, 3.25, 0.96], [3.92, 1.95, 0.65], [2.92, 1.01, 0.50], [1.62, 1.30, 0.64], [-3.10, 0.84, 1.82], [-4.49, 0.86, 1.74], [-5.21, -0.25, 2.14], [-4.52, -1.35, 2.61], [-3.15, -1.31, 2.64], [-2.43, -0.25, 2.25], [-3.86, 3.51, 1.54], [-0.06, 4.80, 0.05], [1.88, 4.57, 1.29], [4.31, 4.01, 1.11], [4.96, 1.67, 0.53], [3.16, -0.01, 0.22], [-4.99, 1.74, 1.35], [-6.29, -0.24, 2.08], [-5.04, -2.24, 2.94], [-2.58, -2.16, 2.99], [0.17, -2.71, 3.95], [0.95, -3.39, 2.81], [1.83, -2.13, 1.80], [3.25, -1.67, 2.87], [4.24, -2.79, 3.20], [2.61, -3.06, 0.41], [2.66, -4.58, 0.55], [-0.40, -3.44, 4.51], [-0.53, -1.97, 3.57], [0.84, -2.21, 4.65], [0.27, -3.91, 2.14], [1.66, -4.11, 3.21], [2.84, -1.24, 3.79], [3.78, -0.85, 2.37], [3.77, -3.58, 3.79], [5.07, -2.39, 3.78], [4.66, -3.24, 2.30], [3.62, -2.65, 0.30], [2.08, -2.79, -0.50], [3.21, -4.90, 1.43], [3.16, -5.01, -0.32], [1.66, -5.01, 0.60], [-0.46, 4.00, -5.48], [-0.18, 2.72, -4.75], [-0.03, 1.52, -5.46], [0.23, 0.33, -4.81], [0.34, 0.34, -3.42], [0.21, 1.51, -2.69], [-0.05, 2.69, -3.36], [0.68, -1.16, -2.61], [1.93, -1.76, -2.98], [0.55, -0.88, -1.17], [-0.45, -2.17, -3.16], [-1.90, -2.03, -2.95], [-2.39, -2.66, -1.63], [-1.87, -1.83, -0.50], [-1.23, -2.38, 0.47], [-2.01, -0.57, -0.55], [-1.21, 3.85, -6.25], [0.44, 4.36, -5.96], [-0.82, 4.77, -4.80], [-0.13, 1.53, -6.54], [0.34, -0.60, -5.36], [0.30, 1.50, -1.62], [-0.18, 3.61, -2.80], [-0.08, -3.11, -3.22], [-2.40, -2.49, -3.80], [-2.14, -0.97, -2.95], [-2.04, -3.68, -1.53], [-3.48, -2.64, -1.61]],
  "lowdin_spin": [5.062, 0.000, 0.000, 0.000, 0.000, 0.000, 0.000, -0.006, 0.000, 0.000, 0.000, 0.000, 0.000, 0.000, 0.000, -0.011, -0.001, 0.000, 0.000, 0.000, 0.000, -0.011, 0.000, 0.000, 0.000, 0.000, 0.000, 0.000, 0.000, 0.000, 0.000, 0.000, 0.000, 0.001, -0.007, -0.001, 0.000, 0.000, 0.000, 0.000, 0.000, 0.000, 0.000, 0.000, 0.000, 0.000, 0.000, 0.000, 0.000, 0.000, 0.000, 0.000, 0.000, 0.000, 0.000, 0.000, 0.000, 0.000, 0.000, 0.000, 0.000, 0.000, 0.000, -0.011, 0.000, 0.000, 0.000, -0.003, -0.003, -0.006, 0.000, 0.000, 0.000, 0.000, 0.000, 0.000, 0.000, 0.000, 0.000, 0.000, 0.000, 0.000]
}



Entry 2:
{
  "formula": "C2H5O2P",
  "method": "ωB97M-V/def2-TZVPD",
  "homo_lumo_gap_ha": [0.285, 0.284],
  "fmax_ev_per_a": 2.9,
  "e_homo_ev": [-7.68, -7.54],
  "species": ["C", "C", "O", "O", "P", "H", "H", "H", "H", "H"],
  "xyz": [[0.65, -0.33, 0.39], [0.96, -1.47, -0.48], [0.93, -0.06, 1.51], [-1.23, 2.63, 0.51], [-1.02, 1.62, -0.76], [0.19, -2.22, -0.33], [1.93, -1.91, -0.21], [0.95, -1.18, -1.53], [-1.27, 2.20, 1.37], [-2.09, 0.72, -0.48]],
  "nbo_charge": [0.553, -0.767, -0.514, -0.995, 0.590, 0.259, 0.238, 0.250, 0.496, -0.111]
}



Entry 3:
{
  "formula": "C10H17N2",
  "method": "ωB97M-V/def2-TZVPD",
  "smiles": "C[NH+](C)[C@](C)(N)c1ccccc1",
  "charge": 1,
  "homo_lumo_gap_ha": 0.382,
  "fmax_ev_per_a": 5.2,
  "e_homo_ev": -12.98,
  "species": ["C", "N", "C", "C", "C", "N", "C", "C", "C", "C", "C", "C", "H", "H", "H", "H", "H", "H", "H", "H", "H", "H", "H", "H", "H", "H", "H", "H", "H"],
  "xyz": [[0.96, 0.58, 1.81], [1.36, 0.68, 0.39], [2.83, 0.80, 0.28], [0.69, -0.43, -0.74], [1.18, -1.84, -0.48], [0.96, -0.09, -2.08], [-0.98, -0.22, -0.39], [-1.70, -1.23, 0.10], [-3.11, -1.05, 0.36], [-3.55, 0.25, 0.28], [-2.78, 1.27, -0.22], [-1.46, 1.06, -0.59], [1.59, 0.01, 2.43], [1.11, 1.54, 2.30], [-0.02, 0.23, 1.90], [0.86, 1.48, -0.02], [3.12, 1.89, 0.39], [3.35, 0.37, 1.17], [3.27, 0.48, -0.66], [2.22, -1.92, -0.11], [1.18, -2.45, -1.45], [0.54, -2.39, 0.33], [0.43, 0.75, -2.44], [1.71, -0.52, -2.69], [-1.38, -2.28, 0.17], [-3.79, -1.61, 0.93], [-4.51, 0.62, 0.51], [-3.22, 2.19, -0.39], [-0.88, 1.83, -1.12]],
  "nbo_charge": [-0.428, -0.416, -0.448, 0.355, -0.694, -0.864, -0.033, -0.243, -0.165, -0.195, -0.164, -0.268, 0.231, 0.232, 0.242, 0.430, 0.236, 0.237, 0.243, 0.241, 0.262, 0.247, 0.403, 0.430, 0.236, 0.240, 0.227, 0.220, 0.206]
}



Entry 4:
{
  "formula": "CH3Br2NO2S",
  "method": "ωB97M-V/def2-TZVPD",
  "homo_lumo_gap_ha": [0.305, 0.305],
  "fmax_ev_per_a": 5.8,
  "e_homo_ev": [-9.15, -9.15],
  "species": ["C", "N", "O", "O", "S", "Br", "Br", "H", "H", "H"],
  "xyz": [[1.22, 0.86, 1.85], [0.19, -0.48, -1.06], [2.66, 0.06, -0.66], [1.54, -2.02, 0.37], [1.56, -0.68, -0.04], [1.63, 2.50, 0.95], [2.57, 0.08, 2.87], [0.34, 0.79, 2.46], [-0.68, -0.60, -0.55], [0.28, 0.34, -1.62]],
  "nbo_charge": [-0.576, -1.039, -0.890, -0.878, 2.129, 0.119, 0.120, 0.212, 0.400, 0.402]
}



Entry 5:
{
  "formula": "C2H10CdO11",
  "method": "ωB97M-V/def2-TZVPD",
  "charge": -2,
  "homo_lumo_gap_ha": 0.176,
  "fmax_ev_per_a": 4.6,
  "e_homo_ev": 0.16,
  "species": ["Cd", "C", "O", "O", "O", "C", "O", "O", "O", "O", "H", "H", "O", "H", "H", "O", "H", "H", "O", "H", "H", "O", "H", "H"],
  "xyz": [[-0.28, -0.17, 0.37], [0.78, 2.10, 1.43], [0.26, 1.90, 0.19], [1.62, 2.98, 1.64], [0.57, 1.10, 2.18], [-0.74, -2.50, 1.32], [0.46, -1.86, 1.54], [-1.51, -1.97, 0.48], [-1.06, -3.42, 2.11], [2.38, -0.11, 0.36], [3.04, 0.47, 0.01], [2.72, -0.23, 1.28], [0.98, 0.97, -2.92], [0.59, 1.79, -2.65], [0.72, 0.26, -2.33], [-2.14, 0.38, 1.68], [-2.34, 1.32, 1.77], [-2.82, -0.08, 2.17], [0.70, -1.24, -1.66], [1.30, -1.97, -1.41], [0.35, -1.60, -2.49], [-1.74, 0.35, -1.42], [-1.71, 0.35, -2.37], [-2.14, 1.18, -1.27]],
  "nbo_charge": [1.728, 0.924, -1.058, -0.851, -0.900, 0.915, -0.999, -0.934, -0.856, -0.944, 0.458, 0.493, -1.002, 0.479, 0.493, -0.939, 0.470, 0.479, -0.941, 0.511, 0.465, -0.926, 0.460, 0.475]
}



Entry 6:
{
  "formula": "C4H6N4",
  "method": "ωB97M-V/def2-TZVPD",
  "smiles": "c1nnc2n1NCC2",
  "homo_lumo_gap_ha": 0.368,
  "fmax_ev_per_a": 8.7,
  "e_homo_ev": -9.39,
  "species": ["C", "N", "N", "C", "N", "N", "C", "C", "H", "H", "H", "H", "H", "H"],
  "xyz": [[2.09, -0.96, -0.05], [2.64, 0.20, -0.22], [1.76, 1.27, -0.20], [0.63, 0.68, 0.15], [0.74, -0.66, 0.11], [-0.71, -1.19, -0.20], [-1.54, -0.14, -0.33], [-0.86, 1.20, 0.12], [2.56, -2.05, 0.38], [-1.09, -1.86, 0.66], [-1.51, 0.13, -1.37], [-2.56, -0.24, 0.13], [-0.93, 2.10, -0.42], [-1.22, 1.54, 1.23]],
  "nbo_charge": [0.123, -0.287, -0.282, 0.321, -0.254, -0.408, -0.256, -0.425, 0.240, 0.364, 0.193, 0.228, 0.241, 0.203]
}